Entry A
Entry from the OMol25 dataset: C3H4O2S in the gas phase (ωB97M-V/def2-TZVPD).

CARTESIAN COORDINATES (ANGSTROEM)
C1 -0.0459 0.8882 0.4382
C2 0.6594 0.3344 1.6009
O1 1.5790 1.0243 1.9312
C3 0.6689 -1.3155 1.7341
O2 0.5786 -1.7958 2.7969
S1 1.6871 -2.1266 0.5228
H1 0.0044 1.9665 0.7627
H2 -1.0315 0.5839 0.3800
H3 0.5474 0.6880 -0.5203
H4 0.9660 -1.4966 -0.4883

Computed properties:
**Frontier orbital gap**: 9.44 eV
**M**: 104.13 g mol⁻¹
**SMILES**: CC(=O)C(=O)S

---

Entry B
Entry from the OMol25 dataset: C3H4O2S in the gas phase (ωB97M-V/def2-TZVPD).

CARTESIAN COORDINATES (ANGSTROEM)
C1 -1.1248 0.2725 0.0142
C2 -0.0156 -0.6242 -0.2251
C3 0.1149 0.9684 -0.2367
O1 -4.9380 -0.0569 0.0034
O2 -2.3240 0.5674 -0.0712
S1 -3.6111 -0.6020 -0.1156
H1 0.6024 -0.8783 0.6179
H2 -0.0346 -1.2136 -1.0838
H3 0.4069 1.5040 -1.1382
H4 0.8572 1.2542 0.5396

Computed properties:
**Frontier orbital gap (spin up / spin down)**: 7.54 / 6.07 eV
**M**: 104.13 g mol⁻¹

---

Tell me which of them is the least stable. Sure, it is entry B.

---

Entry A
Entry from the OMol25 dataset: 5 unconnected molecules or ions with the total composition C2H13O4S (ωB97M-V/def2-TZVPD).

CARTESIAN COORDINATES (ANGSTROEM)
C1 1.5737 -1.0972 -0.7171
C2 0.4327 -1.4001 0.2248
S1 -0.3177 0.0302 1.0797
H1 2.3260 -0.5498 -0.1610
H2 1.2971 -0.4118 -1.5169
H3 2.0381 -1.9758 -1.1754
H4 0.6677 -2.1379 0.9983
H5 -0.3217 -1.9774 -0.3294
H6 0.7379 1.9199 2.4186
H7 1.8513 2.4053 3.3199
O1 1.0758 2.7251 2.8452
H8 -0.3123 0.1274 3.3634
H9 -0.4029 -1.2974 3.6950
O2 -0.1977 -0.4687 4.1423
H10 -1.7246 1.5519 -1.0791
H11 -1.2433 0.2218 -0.8354
O3 -1.7293 0.7099 -1.5524
H12 -1.4576 0.0916 -4.4807
H13 -2.2142 1.2378 -5.0473
O4 -2.0791 0.2951 -5.1924

Computed properties:
**Charge**: -1
**Frontier orbital gap**: 7.35 eV
**M**: 133.19 g mol⁻¹

---

Entry B
Entry from the OMol25 dataset: 5 unconnected molecules or ions with the total composition C2H13O4S (ωB97M-V/def2-TZVPD).

CARTESIAN COORDINATES (ANGSTROEM)
C1 3.1429 0.4014 -0.2372
C2 2.0658 0.2786 -1.2885
S1 0.3435 0.2509 -0.5943
H1 3.0617 -0.4470 0.4449
H2 3.1446 1.2659 0.4460
H3 4.1671 0.4680 -0.6279
H4 2.1420 -0.6458 -1.8809
H5 2.0702 1.0566 -2.0473
H6 1.2661 2.6986 -0.7881
H7 0.8774 4.0648 -0.7252
O1 1.7117 3.5749 -0.7728
H8 -5.0646 1.0454 2.4049
H9 -5.3650 -0.2495 2.0940
O2 -5.6491 0.3690 2.7927
H10 0.4965 -3.5256 0.7263
H11 1.0131 -2.3179 1.5365
O3 1.0186 -3.2864 1.4941
H12 -1.3765 -1.2148 -1.4499
H13 -2.8227 -1.9609 -1.5719
O4 -2.1058 -1.7126 -0.9876

Computed properties:
**Charge**: -1
**Frontier orbital gap**: 6.28 eV
**M**: 133.19 g mol⁻¹

---

Tell me which of them is the least stable. Sure, it is entry B.

---

Entry A
Entry from the OMol25 dataset: a molecular structure, C3H10N2O (ωB97M-V/def2-TZVPD).

CARTESIAN COORDINATES (ANGSTROEM)
C1 0.5551 1.4113 -1.3312
O1 1.3275 1.3235 -0.1812
C2 0.0871 -0.0016 -1.8187
H1 1.1114 2.0187 -2.0522
H2 -0.3679 2.0027 -1.0664
H3 0.8916 -0.6537 -1.4351
H4 0.1989 -0.0595 -2.9224
H5 -0.9174 -0.2479 -1.4837
N1 -1.2616 -1.3574 2.1319
C3 -0.4057 -0.3657 1.6595
N2 0.8091 -0.5267 1.3512
H6 -1.4167 -2.1887 1.5708
H7 -2.1914 -0.9459 2.1646
H8 -0.8415 0.6304 1.5252
H9 1.2197 0.4203 0.4769
H10 1.2018 -1.4597 1.4110

Computed properties:
**Frontier orbital gap**: 8.93 eV
**M**: 90.13 g mol⁻¹

---

Entry B
Entry from the OMol25 dataset: 2 unconnected molecules or ions with the total composition C3H10N2O (ωB97M-V/def2-TZVPD).

CARTESIAN COORDINATES (ANGSTROEM)
H1 -4.8348 -1.0805 1.2559
N1 -4.0306 -0.5510 1.5887
C1 -3.2953 -0.2703 0.6001
N2 -3.3368 -0.8183 -0.6842
H2 -2.5296 0.5079 0.5726
H3 -3.0948 -0.1650 -1.3859
H4 -3.3223 -1.8149 -0.8341
C2 4.3890 0.0201 -0.3402
C3 3.0877 0.5630 0.1702
O1 2.3492 1.0054 -1.0133
H5 4.2231 -0.3809 -1.3449
H6 5.2713 0.6495 -0.2350
H7 4.7918 -0.8873 0.1461
H8 3.3230 1.5089 0.6679
H9 2.5039 -0.0956 0.8114
H10 1.6123 1.4885 -0.5799

Computed properties:
**Frontier orbital gap**: 10.13 eV
**M**: 90.13 g mol⁻¹
**SMILES**: [H]/N=C\N.CCO

---

Entry C
Entry from the OMol25 dataset: 2 unconnected molecules or ions with the total composition C3H10N2O (ωB97M-V/def2-TZVPD).

CARTESIAN COORDINATES (ANGSTROEM)
C1 1.4629 -0.2689 1.4524
C2 1.9906 0.2268 0.3410
O1 2.9905 -0.3839 -0.3825
H1 0.7946 0.4369 1.9281
H2 1.4664 -1.2869 1.7959
H3 1.7251 1.2467 0.0782
H4 2.7110 -0.4094 -1.2954
N1 -1.4764 -1.0284 -0.4224
C3 -2.0334 0.1591 0.1884
N2 -2.3364 1.2136 -0.7931
H5 -2.1644 -1.6490 -0.8158
H6 -0.7859 -0.7080 -1.0958
H7 -2.8056 -0.0340 0.9325
H8 -1.2113 0.5784 0.7763
H9 -2.4188 0.8573 -1.7381
H10 -3.1739 1.7501 -0.6266

Computed properties:
**Frontier orbital gap**: 9.98 eV
**M**: 90.13 g mol⁻¹
**SMILES**: C=CO.NCN

---

Tell me which of them is the least stable. Sure, it is entry C.